Entry 1:
# C13H52O13

A cluster of 13 separate species, C13H52O13 in total (the ωB97M-V functional and the def2-TZVPD basis, the Open Molecules 2025 dataset).

Geometry (Å):
O -21.255 -9.952 19.134
O -18.645 -5.866 19.322
O -22.538 -6.481 16.649
O -23.286 -8.111 18.844
O -22.087 -7.908 11.576
O -16.999 -7.107 14.700
O -26.062 -2.780 20.127
O -19.724 -4.291 14.443
O -27.049 -5.667 16.613
O -18.125 -4.901 16.418
O -20.519 -6.729 21.762
O -25.015 -11.087 15.302
O -22.022 -3.540 15.373
C -24.459 -8.658 19.336
C -21.534 -7.276 12.724
C -25.839 -6.362 16.503
C -17.842 -7.163 19.245
C -21.295 -7.042 16.325
C -25.707 -3.958 19.490
C -24.140 -10.126 14.782
C -22.645 -2.666 16.302
C -19.003 -3.849 13.354
C -17.777 -8.307 14.952
C -21.918 -6.965 21.643
C -20.293 -10.502 18.166
C -17.164 -3.864 16.681
H -20.801 -10.936 17.306
H -22.408 -7.205 11.007
H -18.116 -4.472 13.239
H -18.648 -4.678 15.645
H -21.447 -8.120 16.282
H -25.054 -5.830 15.965
H -22.132 -6.439 13.084
H -24.257 -9.277 15.455
H -21.020 -10.283 20.004
H -17.899 -7.644 20.222
H -19.688 -9.621 17.950
H -23.160 -1.812 15.862
H -17.534 -2.950 16.216
H -16.851 -7.052 18.805
H -22.832 -6.810 17.502
H -27.623 -6.358 16.951
H -20.153 -6.452 20.919
H -22.001 -2.227 17.064
H -19.641 -3.756 12.475
H -25.642 -2.641 20.979
H -17.281 -6.395 15.279
H -23.391 -3.288 16.797
H -26.549 -4.636 19.629
H -24.981 -9.377 18.705
H -25.595 -3.749 18.426
H -17.455 -8.615 15.947
H -25.086 -7.818 19.638
H -17.002 -3.700 17.747
H -18.371 -7.932 18.681
H -21.047 -6.708 15.318
H -19.709 -11.292 18.638
H -18.826 -5.512 18.448
H -24.769 -11.250 16.215
H -20.525 -6.870 12.653
H -24.761 -4.270 19.934
H -18.585 -2.864 13.556
H -22.159 -8.012 21.829
H -17.691 -9.125 14.237
H -21.878 -4.386 15.803
H -26.030 -7.198 15.829
H -18.849 -8.160 15.086
H -23.091 -10.392 14.915
H -20.535 -3.788 14.541
H -22.438 -6.364 22.389
H -21.463 -8.002 13.535
H -24.307 -9.085 20.327
H -24.322 -9.877 13.737
H -20.527 -6.715 17.026
H -16.116 -4.022 16.425
H -22.204 -6.775 20.609
H -22.563 -8.711 19.045
H -25.511 -6.717 17.480

Summary:
M: 416.546 g/mol
Kohn-Sham gap: 0.3781 Eh
Lowest unoccupied orbital energy: 0.18 eV
Relative energy (zero: lowest compared OMol25 entry of this formula, charge and spin): 2.8312 eV
Total charge: 0

Electronic structure analysis, Mulliken charges in units of e:
1. O -0.5009
2. O -0.5262
3. O -0.0084
4. O -0.0956
5. O -0.5561
6. O -0.5708
7. O -0.5901
8. O -0.4593
9. O -0.5454
10. O -0.3246
11. O -0.5437
12. O -0.5559
13. O -0.6128
14. C -0.8893
15. C -0.3695
16. C -0.3385
17. C -0.0763
18. C -0.2398
19. C -0.2490
20. C -0.3414
21. C -0.5490
22. C -0.8794
23. C -0.3714
24. C -0.2116
25. C -0.2326
26. C -0.7522
27. H 0.2244
28. H 0.3203
29. H 0.2824
30. H 0.4437
31. H 0.2669
32. H 0.1411
33. H 0.2863
34. H 0.0190
35. H 0.2448
36. H 0.3495
37. H -0.2189
38. H 0.3110
39. H 0.3013
40. H 0.2999
41. H 0.1554
42. H 0.3427
43. H 0.3315
44. H 0.2850
45. H 0.3360
46. H 0.3137
47. H 0.3315
48. H 0.0702
49. H 0.2047
50. H 0.2197
51. H 0.1165
52. H 0.2286
53. H 0.3097
54. H 0.2834
55. H -0.2859
56. H -0.2713
57. H 0.3654
58. H 0.2163
59. H 0.2983
60. H 0.2599
61. H 0.1936
62. H 0.3368
63. H 0.1709
64. H 0.3761
65. H 0.2205
66. H 0.3768
67. H -0.0154
68. H 0.2591
69. H 0.4058
70. H 0.2951
71. H 0.0723
72. H 0.3069
73. H 0.3131
74. H 0.2666
75. H 0.2799
76. H -0.0357
77. H 0.2157
78. H -0.0311

---

Entry 2:
# C13H52O13

A structure of composition C13H52O13 (the ωB97M-V functional and the def2-TZVPD basis, the Open Molecules 2025 dataset).

Geometry (Å):
O 1.685 1.375 0.827
O 1.039 2.259 -2.727
O -1.698 -2.465 -0.950
O -3.034 0.483 0.074
O 1.384 -2.195 2.504
O 3.206 0.883 -0.150
O 0.491 -0.070 -1.020
O -2.064 -0.315 1.555
O 2.382 1.029 -3.321
O -0.142 -3.049 -1.938
O -2.726 -0.934 -1.165
O 3.380 -1.040 -0.666
O -1.242 0.719 3.050
C 0.876 2.754 -1.397
C -1.774 -3.107 0.305
C -0.299 1.623 2.493
C 3.778 1.912 -0.943
C 2.540 -1.631 0.203
C -2.822 -1.209 2.386
C -3.707 1.620 0.571
C 0.715 -1.998 -2.239
C 1.825 2.584 1.461
C -0.543 0.035 -0.074
C 0.054 -1.875 2.081
C 2.299 -0.171 -2.621
C -3.361 -0.575 -2.348
H -2.230 -1.383 3.285
H 3.056 -1.722 1.160
H -4.388 1.367 1.384
H -2.784 -3.480 0.476
H 0.905 2.007 -0.603
H -2.494 -1.952 -1.110
H 2.946 2.292 -1.536
H -0.316 1.665 1.404
H 1.664 1.563 -2.974
H 4.111 2.777 -0.369
H -2.779 -0.204 -0.544
H 1.996 3.352 0.707
H -2.847 0.265 -2.816
H -4.244 2.127 -0.230
H 1.587 -0.879 -3.045
H -3.735 -0.657 2.606
H 2.406 1.204 0.273
H 1.257 0.382 -0.658
H -0.723 -2.370 2.664
H -0.094 -2.219 1.057
H -1.475 0.186 2.125
H 0.734 1.392 2.751
H 1.010 2.894 2.115
H -0.117 -0.293 0.874
H -3.092 -2.133 1.874
H 1.470 -1.789 -1.480
H 1.382 -2.217 3.464
H 2.652 2.515 2.166
H 4.516 1.563 -1.666
H 1.934 0.092 -1.628
H 0.591 2.902 -3.282
H 1.797 0.670 1.469
H -1.084 -3.949 0.242
H -0.129 -0.801 2.107
H 1.713 -0.957 0.428
H -0.419 2.656 2.819
H 3.462 -0.102 -0.480
H -2.958 2.311 0.959
H -3.432 -1.497 -2.925
H -0.829 -2.745 -1.341
H -1.030 0.811 3.982
H -1.465 -2.344 1.020
H 3.244 -0.710 -2.566
H 1.210 -2.289 -3.165
H -1.376 -0.606 -0.362
H -4.384 -0.243 -2.169
H 1.752 3.364 -1.176
H -0.103 3.228 -1.321
H -0.930 1.045 0.062
H 0.150 -1.122 -2.557
H -2.554 -0.003 0.749
H 2.223 -2.604 -0.171

Summary:
M: 416.546 g/mol
Kohn-Sham gap: 0.1864 Eh
Lowest unoccupied orbital energy: -1.00 eV
Relative energy (zero: lowest compared OMol25 entry of this formula, charge and spin): 37.5234 eV
Total charge: 0

Electronic structure analysis, Mulliken charges in units of e:
1. O -1.4333
2. O -0.3179
3. O -0.6143
4. O -0.2761
5. O -0.4392
6. O -0.5845
7. O 0.6589
8. O -0.8632
9. O -0.9160
10. O -0.8750
11. O -0.3984
12. O -0.6483
13. O -0.2954
14. C -1.2782
15. C -0.1472
16. C -1.9917
17. C -1.1525
18. C -1.7879
19. C -1.2731
20. C -0.9016
21. C -1.5345
22. C -1.0158
23. C 0.6693
24. C -1.9701
25. C -0.1084
26. C -1.3679
27. H 0.5155
28. H 0.3903
29. H 0.2832
30. H 0.3503
31. H 0.5984
32. H 0.8361
33. H 0.3690
34. H 1.3882
35. H 0.5092
36. H 0.2269
37. H 1.4982
38. H 0.3844
39. H 0.2511
40. H 0.3121
41. H 0.1112
42. H 0.2503
43. H 0.5990
44. H -2.0948
45. H 0.4240
46. H 0.5345
47. H 0.0403
48. H 0.8471
49. H 0.5064
50. H -0.3109
51. H 0.3217
52. H 0.7804
53. H 0.3456
54. H 0.3473
55. H 0.4219
56. H -0.6681
57. H 0.4071
58. H 0.9198
59. H 0.2819
60. H 2.1724
61. H 0.5581
62. H 0.3486
63. H 1.1685
64. H 0.2550
65. H 0.3979
66. H 0.7787
67. H 0.5346
68. H -0.6630
69. H 0.5775
70. H 0.3801
71. H -0.4302
72. H 0.3391
73. H 0.6343
74. H 0.2964
75. H 0.0841
76. H 0.2537
77. H 0.8389
78. H 0.3602

---

Entry 3:
# C13H52O16P2

A structure of composition C13H52O16P2 (the ωB97M-V functional and the def2-TZVPD basis, the Open Molecules 2025 dataset).

Geometry (Å):
P 3.252 -1.877 -1.401
P 1.229 -2.239 0.553
O 7.294 2.922 -5.288
O -1.901 0.646 -2.512
O 1.811 2.568 -1.120
O -6.283 5.994 7.582
O 3.905 -0.593 -4.907
O -1.285 -0.115 4.899
O -5.849 2.506 7.271
O 0.199 -1.161 0.099
O 5.344 0.210 -9.476
O -2.684 -4.229 1.392
O 3.073 -0.614 -2.126
O -4.035 0.432 5.948
O 1.665 -6.541 0.181
O 1.207 -2.532 1.986
O 2.734 -1.794 0.133
O 0.839 -3.477 -0.339
C -2.975 -3.808 0.063
C -7.274 2.516 7.267
C 0.276 0.575 1.877
C -4.995 -0.195 5.110
C 1.965 2.338 -2.520
C 0.906 -7.738 -0.004
C -1.161 -0.418 -3.107
C 4.603 0.572 -5.335
C 3.947 -0.077 -9.510
C -6.597 6.651 6.357
C 0.523 0.247 0.409
C 6.933 3.495 -6.546
C -0.103 -0.787 5.314
H 1.030 -4.273 0.180
H -0.302 1.489 1.939
H -6.577 7.737 6.476
H 3.449 0.746 -10.016
H 1.215 0.778 2.380
H 1.291 2.978 -3.098
H -3.974 -4.161 -0.182
H 2.031 3.486 -0.952
H -7.647 3.532 7.120
H -7.601 6.348 6.073
H -7.610 1.890 6.445
H 1.544 0.449 0.130
H 7.621 3.165 -7.328
H -0.239 -0.214 2.407
H 1.719 1.299 -2.707
H -1.805 -3.911 1.616
H -0.108 -0.228 -2.917
H 0.154 -0.524 6.346
H -1.326 -0.455 -4.187
H 8.182 3.220 -5.084
H 3.758 -1.001 -10.061
H -0.222 -1.871 5.234
H 2.616 -2.968 -1.996
H -5.135 0.365 4.181
H -5.958 -0.292 5.621
H -5.558 3.067 7.993
H 6.943 4.586 -6.485
H -2.832 0.484 -2.673
H 5.410 0.817 -4.641
H 1.521 -8.619 0.190
H 0.574 -7.757 -1.037
H -4.365 1.311 6.158
H 3.534 -0.405 -4.037
H -0.145 0.831 -0.202
H 3.915 1.420 -5.413
H -2.260 -4.237 -0.646
H -4.626 -1.188 4.865
H 5.930 3.158 -6.792
H 0.033 -7.754 0.651
H 0.704 -0.473 4.658
H -2.012 -0.375 5.475
H 1.963 -6.524 1.094
H -2.952 -2.717 -0.008
H -1.431 -1.379 -2.661
H 3.545 -0.168 -8.497
H 5.781 -0.518 -9.028
H 4.594 -2.245 -1.284
H 5.030 0.372 -6.317
H -5.397 6.260 7.837
H 2.996 2.514 -2.836
H -5.903 6.361 5.565
H -7.668 2.114 8.204

Summary:
M: 526.491 g/mol
Kohn-Sham gap: 0.3690 Eh
Lowest unoccupied orbital energy: 0.52 eV
Total charge: 0

Electronic structure analysis, Mulliken charges in units of e:
1. P 0.2823
2. P 0.9645
3. O -0.4776
4. O -0.5079
5. O -0.4463
6. O -0.4805
7. O -0.4965
8. O -0.4156
9. O -0.4288
10. O -0.0002
11. O -0.5014
12. O -0.5522
13. O -0.4219
14. O -0.4710
15. O -0.4862
16. O -0.7196
17. O -0.3679
18. O -0.4046
19. C -0.4977
20. C -0.5107
21. C -1.1686
22. C -0.6049
23. C -0.2369
24. C -0.5840
25. C -0.1181
26. C -0.4520
27. C -0.4376
28. C -0.5743
29. C -0.3073
30. C -0.4900
31. C -0.5271
32. H 0.2850
33. H 0.3979
34. H 0.2928
35. H 0.2159
36. H 0.3769
37. H 0.3473
38. H 0.3359
39. H 0.2635
40. H 0.1634
41. H 0.2185
42. H 0.2305
43. H 0.3007
44. H 0.2594
45. H 0.1597
46. H -0.1897
47. H 0.3154
48. H -0.1339
49. H 0.2898
50. H 0.3467
51. H 0.2783
52. H 0.2527
53. H 0.2827
54. H 0.0932
55. H 0.2800
56. H 0.2404
57. H 0.2576
58. H 0.2704
59. H 0.2814
60. H 0.3453
61. H 0.2742
62. H 0.2242
63. H 0.2664
64. H 0.3326
65. H 0.2632
66. H 0.2532
67. H 0.1972
68. H 0.2780
69. H 0.1731
70. H 0.2730
71. H 0.1486
72. H 0.2567
73. H 0.2865
74. H 0.2054
75. H 0.1535
76. H 0.1761
77. H 0.2893
78. H 0.0639
79. H 0.1306
80. H 0.2847
81. H 0.2911
82. H 0.2697
83. H 0.2915

---

Entry 4:
# C13H56BrN6O20Pt

A structure of composition C13H56BrN6O20Pt (the ωB97M-V functional and the def2-TZVPD basis, the Open Molecules 2025 dataset).

Geometry (Å):
Pt 14.461 17.674 20.691
Br 14.337 18.245 18.152
O 10.415 14.708 15.046
O 14.973 24.094 18.863
O 11.087 12.758 17.806
O 12.512 16.696 20.902
O 15.415 13.146 16.264
O 18.660 15.598 17.399
O 10.255 17.554 21.836
O 17.928 18.482 17.820
O 11.477 19.643 17.346
O 16.539 18.498 20.719
O 11.046 23.494 14.503
O 14.924 18.379 13.391
O 17.811 22.877 18.840
O 19.770 17.505 15.314
O 14.867 21.131 13.838
O 13.255 19.514 21.319
O 14.039 23.470 15.064
O 15.317 15.608 20.692
O 15.032 17.645 22.904
O 11.792 21.201 19.467
N 14.196 14.527 17.644
N 15.372 15.397 16.170
N 8.033 17.572 21.428
N 15.519 17.427 25.058
N 17.170 17.316 23.717
N 9.157 19.082 20.621
C 15.549 20.342 14.826
C 15.837 17.463 23.810
C 15.062 14.268 16.668
C 20.202 16.117 15.563
C 13.008 23.018 15.965
C 11.705 22.597 15.342
C 19.986 15.535 16.954
C 15.003 18.903 14.813
C 9.247 18.064 21.354
C 10.206 13.069 16.806
C 16.637 22.090 19.061
C 15.361 22.777 18.436
C 10.750 14.442 16.369
H 15.602 17.704 13.322
H 13.596 15.339 17.639
H 10.031 19.487 20.315
H 10.341 12.349 15.998
H 20.331 14.508 17.067
H 17.035 19.172 21.185
H 14.791 14.809 20.732
H 8.243 19.485 20.474
H 17.620 17.501 22.833
H 17.801 23.252 17.956
H 16.202 15.311 15.602
H 16.624 21.964 20.144
H 12.765 23.731 16.752
H 15.116 16.211 16.710
H 14.807 20.584 13.051
H 16.161 17.354 25.834
H 10.525 13.979 14.431
H 10.836 13.240 18.597
H 10.495 15.223 17.085
H 15.645 20.811 15.805
H 7.361 17.854 20.729
H 12.615 19.973 20.775
H 20.444 18.100 15.650
H 18.454 16.530 17.499
H 11.834 14.530 16.431
H 11.543 23.603 13.689
H 14.463 22.160 18.405
H 15.029 24.053 19.821
H 11.855 21.712 14.723
H 18.456 19.180 17.432
H 19.936 15.471 14.726
H 12.204 15.798 21.030
H 21.285 16.232 15.526
H 15.563 22.909 17.373
H 14.547 17.311 25.306
H 7.791 16.919 22.159
H 16.595 20.299 14.522
H 16.172 15.316 20.375
H 9.147 13.159 17.051
H 11.023 21.732 19.257
H 17.027 18.703 17.584
H 15.677 18.217 15.325
H 14.010 13.872 18.390
H 13.302 20.032 22.123
H 11.084 22.370 16.208
H 13.359 22.046 16.313
H 12.274 19.113 17.323
H 17.158 17.774 20.616
H 16.664 21.089 18.631
H 11.736 17.238 21.040
H 11.906 20.634 18.704
H 20.514 16.253 17.581
H 17.688 17.256 24.582
H 14.030 18.939 15.303
H 14.423 22.765 14.537
H 10.812 19.094 16.928

Summary:
M: 891.595 g/mol
Kohn-Sham gap (spin up / spin down): 0.2889 / 0.2702 Eh
Spin multiplicity: 3
Lowest unoccupied orbital energy (spin up / spin down): -3.03 / -3.54 eV
Total charge: +1

Electronic structure analysis, Mulliken charges in units of e:
1. Pt 2.1145
2. Br -0.3257
3. O -0.5616
4. O -0.5567
5. O -0.4984
6. O -0.6347
7. O -0.7294
8. O -0.3785
9. O -0.7986
10. O -0.5163
11. O -0.5508
12. O -0.5293
13. O -0.5904
14. O -0.6016
15. O -0.5640
16. O -0.4971
17. O -0.5982
18. O -0.4351
19. O -0.6235
20. O -0.5575
21. O -0.8061
22. O -0.6402
23. N 0.0228
24. N -0.0594
25. N -0.4548
26. N -0.4329
27. N -0.2995
28. N -0.3012
29. C 0.0464
30. C 0.6320
31. C 0.5906
32. C -0.5229
33. C 0.1796
34. C -0.4117
35. C -0.3453
36. C 0.4647
37. C 0.7565
38. C -0.5135
39. C 0.3892
40. C -0.0579
41. C 0.0997
42. H 0.3214
43. H -0.0847
44. H 0.2365
45. H 0.4176
46. H 0.3112
47. H 0.2197
48. H 0.2050
49. H 0.1954
50. H 0.1482
51. H 0.3619
52. H 0.1998
53. H 0.2739
54. H 0.4078
55. H -0.0414
56. H 0.3540
57. H 0.1445
58. H 0.3321
59. H 0.2963
60. H 0.2540
61. H -0.2402
62. H 0.1485
63. H 0.2035
64. H 0.2973
65. H 0.2517
66. H -0.0672
67. H 0.3296
68. H 0.0013
69. H 0.3345
70. H 0.2713
71. H 0.2658
72. H 0.3044
73. H 0.2079
74. H 0.3945
75. H 0.1407
76. H 0.2546
77. H 0.2304
78. H 0.3481
79. H 0.2538
80. H 0.2611
81. H 0.3057
82. H 0.1381
83. H -0.1457
84. H 0.0667
85. H 0.2132
86. H 0.1930
87. H -0.2063
88. H 0.0581
89. H 0.2587
90. H -0.2567
91. H 0.3060
92. H 0.3113
93. H 0.2563
94. H 0.1723
95. H 0.0463
96. H 0.4256
97. H 0.2090

---

Question: Which formula does entry 1 have?
Answer: C13H52O13